# 1
DFT (ωB97M-V/def2-TZVPD) results for a cluster of 2 separate species, C4H7NO in total.

As for the HOMO energy: -9.3 eV. Its energy relative to the best compared isomer or geometry (same formula, charge and spin) is 116.0 kcal per mole. As for the structure (SMILES): O=C[C@@H]1[C@H]2N[C@@H]12.[H][H]. As for the HOMO-LUMO gap: 10.09 eV. The LUMO energy is 0.83 eV.

```
13
C4H7NO ωB97M-V/def2-TZVPD
C 0.19770 -0.04500 0.27375
H 2.41559 -1.67715 0.02394
H 0.60746 -0.41243 1.21322
H 0.75212 0.57518 -1.76929
H -0.94032 1.98312 -0.19757
C -1.25111 -0.29958 -0.03343
H -1.83308 -0.77208 -0.81226
H -2.68997 0.67853 1.07355
C -0.85994 1.02849 0.30273
C 1.17975 0.33051 -0.77458
N -1.74183 0.32648 1.23653
H 1.94247 -2.24622 -0.04001
O 2.35083 0.50742 -0.53768
```

natural (NBO) atomic charge list, values in e, 8 entries:
1. C -0.323
2. H 0.020
3. H 0.240
4. H 0.112
5. H 0.231
6. C -0.105
7. H 0.232
8. H 0.343



# 2
DFT (ωB97M-V/def2-TZVPD) results for an isolated molecule of C4H7NO in a non-equilibrium geometry.

As for the HOMO energy: -9.7 eV. Its energy relative to the best compared isomer or geometry (same formula, charge and spin) is 55.1 kcal per mole. As for the structure (SMILES): [H]/N=C\CCC=O. As for the HOMO-LUMO gap: 10.60 eV. The LUMO energy is 0.89 eV.

```
13
C4H7NO ωB97M-V/def2-TZVPD
C 1.68004 0.37546 -0.13847
C -1.22199 0.70439 -0.22297
H 2.56435 0.20753 -0.74534
N -1.74833 1.61280 0.50440
H 0.72020 -0.97858 -1.36158
H -1.32427 -1.36324 -0.09086
C -0.67611 -0.68315 0.26949
H -1.76041 1.31055 1.43285
C 0.77601 -0.87297 -0.27676
O 1.32562 1.41044 0.26527
H 1.15663 -1.74243 0.24346
H -0.65885 -0.88800 1.35198
H -0.83289 0.90719 -1.23146
```

natural (NBO) atomic charge list, values in e, 8 entries:
1. C 0.454
2. C 0.156
3. H 0.094
4. N -0.589
5. H 0.220
6. H 0.216
7. C -0.473
8. H 0.325



# 3
DFT (ωB97M-V/def2-TZVPD) results for a cluster of 3 separate species, C4H7NO in total in a non-equilibrium geometry.

As for the HOMO energy: -10.3 eV. Its energy relative to the best compared isomer or geometry (same formula, charge and spin) is 78.2 kcal per mole. As for the structure (SMILES): C=CC#N.[H][H].C=O. As for the HOMO-LUMO gap: 10.72 eV. The LUMO energy is 0.38 eV.

```
13
C4H7NO ωB97M-V/def2-TZVPD
C -1.40793 0.73613 -0.88190
C -1.68333 -0.65610 -0.64774
H 2.17748 1.45341 -1.12428
H 0.79600 -0.04724 2.22825
H -2.72860 -0.95013 -0.65767
C -0.70011 -1.52786 -0.42496
O 2.13768 0.03168 0.30926
C 1.82564 1.11283 -0.13306
N -1.17110 1.85579 -1.06610
H -0.92139 -2.57430 -0.24306
H 0.16636 -0.01545 2.62617
H 0.34253 -1.22565 -0.40304
H 1.16678 1.80689 0.41812
```

natural (NBO) atomic charge list, values in e, 8 entries:
1. C 0.266
2. C -0.341
3. H 0.119
4. H 0.014
5. H 0.242
6. C -0.272
7. O -0.528
8. C 0.285



# 4
DFT (ωB97M-V/def2-TZVPD) results for an isolated molecule of C4H7NO in a non-equilibrium geometry.

As for the HOMO energy: -10.8 eV. Its energy relative to the best compared isomer or geometry (same formula, charge and spin) is 66.7 kcal per mole. As for the structure (SMILES): C[C@@H](O)CC#N. As for the HOMO-LUMO gap: 10.79 eV. The LUMO energy is 0.02 eV.

```
13
C4H7NO ωB97M-V/def2-TZVPD
C -0.03956 1.03750 0.58562
H -0.59977 1.53837 1.36490
H 0.27529 -1.44835 1.55787
C -0.18879 1.98129 -0.66000
C -0.57783 -0.33241 0.22169
O -0.61461 -1.10359 1.40521
H -0.21413 -2.02122 -1.06150
H 1.26584 -1.14449 -0.61178
H 0.17780 -0.46581 -1.82727
N 0.91760 2.24612 -0.92524
H -1.61500 -0.19822 -0.09615
C 0.20818 -1.02676 -0.88808
H 1.00497 0.93759 0.93472
```

natural (NBO) atomic charge list, values in e, 8 entries:
1. C -0.412
2. H 0.242
3. H 0.463
4. C 0.142
5. C 0.085
6. O -0.701
7. H 0.226
8. H 0.202



# 5
DFT (ωB97M-V/def2-TZVPD) results for an isolated molecule of C4H7NO in a non-equilibrium geometry.

As for the HOMO energy: -9.4 eV. Its energy relative to the best compared isomer or geometry (same formula, charge and spin) is 93.1 kcal per mole. As for the HOMO-LUMO gap: 9.68 eV. The LUMO energy is 0.31 eV.

```
13
C4H7NO ωB97M-V/def2-TZVPD
O 0.71992 1.73567 0.26477
H -2.57453 -1.01039 0.10003
H 2.37155 0.01121 1.37843
C 1.98941 -0.36333 0.44567
C 0.73718 0.52742 0.10949
H 1.87178 -1.44355 0.56011
H -2.08483 0.56655 0.93305
C -0.27426 -0.41990 -0.23354
H -0.03606 -1.20118 -0.95008
H -1.57802 1.42989 -1.11781
H 2.70937 -0.20522 -0.34123
C -2.03340 -0.06622 0.04224
N -1.81810 0.43905 -1.19112
```

natural (NBO) atomic charge list, values in e, 8 entries:
1. O -0.575
2. H 0.202
3. H 0.238
4. C -0.708
5. C 0.485
6. H 0.224
7. H 0.202
8. C -0.231



# 6
DFT (ωB97M-V/def2-TZVPD) results for an isolated molecule of C4H7NO.

As for the HOMO energy (alpha / beta): -7.8 / -7.8 eV. Its energy relative to the best compared isomer or geometry (same formula, charge and spin) is 70.3 kcal per mole. As for the HOMO-LUMO gap (alpha / beta): 7.85 / 7.85 eV. The LUMO energy (alpha / beta) is 0.02 / 0.02 eV.

```
13
C4H7NO ωB97M-V/def2-TZVPD
H -2.09607 -0.00628 0.24269
H -1.55312 1.52475 -0.46170
H -0.19734 -0.72409 2.12839
H 0.77105 -1.79795 -0.66560
H 0.58011 1.17998 -1.50859
H -1.60492 1.34867 1.31589
C 0.45408 -0.35303 1.34550
O 1.79692 -1.16828 -2.30756
H 1.52165 -0.52381 1.37105
C 1.13859 -0.94970 -1.30471
C -1.41234 0.83728 0.37240
C 0.64067 0.31554 -0.85771
N -0.03928 0.31692 0.32994
```

natural (NBO) atomic charge list, values in e, 8 entries:
1. H 0.222
2. H 0.229
3. H 0.192
4. H 0.091
5. H 0.211
6. H 0.211
7. C -0.169
8. O -0.596



# 7
DFT (ωB97M-V/def2-TZVPD) results for a cluster of 2 separate species, C4H7NO in total in a non-equilibrium geometry.

As for the HOMO energy: -8.2 eV. Its energy relative to the best compared isomer or geometry (same formula, charge and spin) is 47.0 kcal per mole. As for the structure (SMILES): c1cc[nH]c1.O. As for the HOMO-LUMO gap: 9.24 eV. The LUMO energy is 1.03 eV.

```
13
C4H7NO ωB97M-V/def2-TZVPD
C 0.68668 0.16167 0.54283
H -0.42434 0.35800 0.46968
C 1.32001 -0.03752 1.87227
O -6.16953 -0.21672 -3.16599
H 3.35255 -0.35693 2.54662
C 2.74452 -0.11979 1.64450
C 1.78995 0.24677 -0.31951
H -5.78116 -1.00046 -2.65773
H 3.83095 0.31560 -0.00576
H 1.89926 0.80943 -1.26690
N 2.96160 0.09265 0.34561
H 0.72755 -0.21608 2.72235
H -6.93801 -0.03663 -2.72797
```

natural (NBO) atomic charge list, values in e, 8 entries:
1. C -0.310
2. H 0.236
3. C -0.303
4. O -0.927
5. H 0.229
6. C -0.096
7. C -0.088
8. H 0.468



# 8
DFT (ωB97M-V/def2-TZVPD) results for an isolated molecule of C4H7NO.

As for the HOMO energy: -8.3 eV. Its energy relative to the best compared isomer or geometry (same formula, charge and spin) is 74.8 kcal per mole. As for the HOMO-LUMO gap: 9.00 eV. The LUMO energy is 0.75 eV.

```
13
C4H7NO ωB97M-V/def2-TZVPD
H -0.43659 -1.38544 0.03106
O 2.28288 -1.20138 -1.48537
C -0.75581 0.84152 1.46127
H 1.86034 -0.23173 0.23037
H -0.23822 -1.38671 -1.73963
N -0.54656 0.52000 -0.88454
C 1.50546 -0.76630 -0.67379
C -0.89284 1.37523 0.05731
H 0.28155 1.00640 1.78834
H -0.59282 0.87154 -1.83389
H -0.97900 -0.22592 1.61571
C -0.00154 -0.84922 -0.81793
H -1.38309 1.42417 2.14013
```

natural (NBO) atomic charge list, values in e, 8 entries:
1. H 0.225
2. O -0.498
3. C -0.757
4. H 0.112
5. H 0.226
6. N -0.564
7. C 0.431
8. C 0.129



# 9
DFT (ωB97M-V/def2-TZVPD) results for a structure of composition C4H7NO.

As for the HOMO energy (alpha / beta): -7.6 / -7.6 eV. Its energy relative to the best compared isomer or geometry (same formula, charge and spin) is 115.3 kcal per mole. As for the HOMO-LUMO gap (alpha / beta): 7.41 / 7.42 eV. The LUMO energy (alpha / beta) is -0.15 / -0.15 eV.

```
13
C4H7NO ωB97M-V/def2-TZVPD
H 0.32116 -1.96223 0.82553
C 0.13922 -0.97404 0.42573
C -0.98457 -0.61121 -0.47267
N 2.46027 -0.06398 0.40040
H -1.29026 1.57623 -1.19382
H -1.10655 0.98012 1.15195
H -0.84378 -1.00933 -1.49537
O 0.55834 1.05936 -0.53372
C 1.22026 -0.08732 0.15894
H -0.66604 0.33032 1.43256
C -0.71460 0.83540 -0.64477
H -1.99698 -0.85438 -0.14440
H 2.89148 0.82318 0.16069
```

natural (NBO) atomic charge list, values in e, 8 entries:
1. H 0.249
2. C -0.446
3. C -0.531
4. N -0.753
5. H 0.217
6. H -0.058
7. H 0.279
8. O -0.447



# 10
DFT (ωB97M-V/def2-TZVPD) results for an isolated molecule of C4H7NO in a non-equilibrium geometry.

As for the HOMO energy: -9.6 eV. Its energy relative to the best compared isomer or geometry (same formula, charge and spin) is 77.0 kcal per mole. As for the structure (SMILES): C[C@H]1CC(=O)N1. As for the HOMO-LUMO gap: 10.37 eV. The LUMO energy is 0.72 eV.

```
13
C4H7NO ωB97M-V/def2-TZVPD
C -0.30582 -0.19554 -0.43290
H 0.57626 -1.44351 -0.65192
H -2.12770 -1.25213 0.13739
N 1.12945 -1.14968 0.16318
C -1.54860 -0.35802 0.39598
C 1.74918 0.10003 0.23155
H 0.85750 1.56410 -1.10167
O 2.82780 0.34985 0.70767
H -0.54148 -0.33805 -1.51129
C 0.61261 0.98751 -0.21313
H -2.19698 0.51483 0.23864
H -1.27828 -0.40874 1.45012
H 0.24606 1.62938 0.58637
```

natural (NBO) atomic charge list, values in e, 8 entries:
1. C -0.034
2. H 0.414
3. H 0.225
4. N -0.665
5. C -0.643
6. C 0.663
7. H 0.235
8. O -0.555



# 11
DFT (ωB97M-V/def2-TZVPD) results for an isolated molecule of C4H7NO in a non-equilibrium geometry.

As for the HOMO energy: -7.9 eV. Its energy relative to the best compared isomer or geometry (same formula, charge and spin) is 57.4 kcal per mole. As for the structure (SMILES): NC1=CC[C@@H]1O. As for the HOMO-LUMO gap: 8.83 eV. The LUMO energy is 0.90 eV.

```
13
C4H7NO ωB97M-V/def2-TZVPD
C -0.20538 -0.70403 0.21501
C 0.87436 -0.88380 -0.58307
C -0.50054 0.68959 -0.16458
O -0.67907 1.58539 0.88990
H -1.23667 0.82193 -0.95984
H -1.45811 -0.94244 1.77485
H -0.28459 -2.13922 1.64522
H -0.85819 2.46182 0.53326
N -0.86046 -1.47039 1.15633
C 1.03604 0.50960 -1.02725
H 1.37419 -1.77673 -0.92089
H 1.72219 1.13271 -0.46080
H 1.07622 0.71556 -2.09814
```

natural (NBO) atomic charge list, values in e, 8 entries:
1. C 0.149
2. C -0.302
3. C 0.090
4. O -0.713
5. H 0.168
6. H 0.387
7. H 0.384
8. H 0.476



# 12
DFT (ωB97M-V/def2-TZVPD) results for a cluster of 2 separate species, C4H7NO in total.

As for the HOMO energy: -8.1 eV. Its energy relative to the best compared isomer or geometry (same formula, charge and spin) is 127.5 kcal per mole. As for the HOMO-LUMO gap: 8.41 eV. The LUMO energy is 0.32 eV.

```
13
C4H7NO ωB97M-V/def2-TZVPD
H 1.71728 1.58795 -1.28760
C -0.93442 0.52404 0.42196
H -0.78112 -0.15139 -1.71892
H 1.31673 -1.37756 -0.31585
C -1.51199 -0.54717 1.19347
O -2.70566 -0.67189 1.40276
H 2.12302 -0.41404 1.04107
H -0.12609 0.04116 -2.04730
C 1.50756 -0.40222 0.14274
N 0.36629 0.52760 0.14883
C 1.34540 0.82367 -0.63163
H -1.53649 1.35140 0.06675
H -0.78050 -1.29155 1.58374
```

natural (NBO) atomic charge list, values in e, 8 entries:
1. H 0.243
2. C -0.233
3. H 0.000
4. H 0.193
5. C 0.347
6. O -0.566
7. H 0.194
8. H -0.037